(1)
{
  "formula": "C49H62ClF2IN3O3",
  "method": "ωB97M-V with the def2-TZVPD basis set",
  "e_tot_ha": -3251.6926,
  "de_lowest_kcal_mol": 0.00,
  "charge": 1,
  "orbital_gap_ev": 8.2,
  "mol_weight_da": 941.41,
  "species": ["C", "C", "N", "C", "C", "N", "C", "C", "O", "C", "N", "C", "C", "C", "C", "F", "C", "C", "C", "O", "Cl", "C", "F", "C", "C", "C", "C", "O", "I", "H", "H", "H", "H", "H", "H", "H", "H", "H", "H", "H", "H", "H", "H", "H", "H", "H", "H", "H", "H", "H", "H", "H", "H", "H", "H", "H", "H", "H", "H", "H", "H", "C", "C", "C", "C", "C", "C", "H", "H", "H", "H", "H", "H", "C", "C", "C", "C", "C", "C", "H", "H", "H", "H", "H", "H", "C", "C", "C", "C", "C", "C", "H", "H", "H", "H", "H", "H", "C", "C", "C", "C", "C", "C", "H", "H", "H", "H", "H", "H", "C", "C", "C", "C", "C", "C", "H", "H", "H", "H", "H", "H"],
  "xyz": [[3.31607, -0.27012, 1.37549], [1.87378, -0.41666, 0.94095], [1.09829, -1.24118, 1.49933], [1.40566, 0.50469, -0.15056], [0.42201, -0.03266, -1.20175], [-1.01206, 0.38637, -0.90980], [-1.76016, 0.86077, -2.11616], [-1.89254, 2.37615, -2.09821], [-2.66860, 2.79226, -1.00541], [-0.57317, 3.10689, -2.22188], [-0.84324, 4.54383, -2.13475], [-1.78888, -0.54228, -0.01575], [-1.60343, -0.14599, 1.45633], [-2.91006, 0.27304, 2.12853], [-3.37335, 1.65097, 1.71978], [-2.33634, 2.55727, 1.79233], [-1.63994, -2.01778, -0.37107], [-2.22233, -2.94783, 0.68398], [-3.70782, -2.85204, 0.86385], [-4.28465, -2.98769, 1.93036], [-4.66458, -2.53503, -0.62023], [-0.24029, -2.49826, -0.73201], [-0.44138, -3.63013, -1.51122], [0.53357, -1.49666, -1.62032], [-0.07422, -1.64572, -3.04389], [1.99113, -1.99380, -1.69510], [3.02395, -1.06655, -2.32567], [3.95680, -0.64136, -1.67619], [2.95295, -0.49261, -4.40014], [3.80449, -1.23170, 1.33545], [3.34489, 0.13629, 2.37591], [3.84900, 0.42680, 0.74451], [1.60340, -1.75402, 2.21761], [1.02805, 1.40431, 0.32906], [2.28420, 0.83920, -0.67496], [0.66286, 0.52028, -2.09820], [-0.90219, 1.22074, -0.33634], [-1.27920, 0.59938, -3.04484], [-2.76443, 0.46349, -2.13829], [-2.45754, 2.60533, -2.99966], [-2.09637, 3.19299, -0.34204], [-0.11726, 2.87420, -3.17877], [0.08533, 2.83192, -1.39712], [-1.67281, 4.74123, -2.67518], [-0.07145, 5.08224, -2.49416], [-2.82933, -0.31299, -0.20162], [-1.16804, -0.93574, 2.03872], [-0.93323, 0.70266, 1.54898], [-2.72931, 0.25739, 3.19599], [-3.73063, -0.40862, 1.93736], [-3.80421, 1.63418, 0.72488], [-4.16040, 1.97181, 2.38772], [-2.23725, -2.19388, -1.25442], [-1.73021, -2.89628, 1.64183], [-2.05325, -3.95000, 0.30114], [0.32831, -2.84972, 0.11296], [-1.14729, -1.78789, -3.02505], [0.11643, -0.76941, -3.64198], [0.35013, -2.48136, -3.57112], [1.99727, -2.91538, -2.25982], [2.38152, -2.24556, -0.72157], [9.47874, -3.24763, -1.43964], [8.65652, -2.74729, -0.44034], [7.47112, -2.10766, -0.77450], [7.10755, -1.97043, -2.10690], [7.93144, -2.46861, -3.10650], [9.11676, -3.10681, -2.77243], [10.40053, -3.75148, -1.18022], [8.93766, -2.85975, 0.59857], [6.82932, -1.71530, 0.00458], [6.17989, -1.47716, -2.36329], [7.64701, -2.36479, -4.14584], [9.75788, -3.49987, -3.55041], [7.46725, -7.33267, -1.90213], [6.73716, -8.43774, -2.31788], [5.70362, -8.28377, -3.23112], [5.40475, -7.02515, -3.73421], [6.13692, -5.92091, -3.31970], [7.16637, -6.07312, -2.40136], [8.27230, -7.45321, -1.18874], [6.97435, -9.42002, -1.93069], [5.13240, -9.14493, -3.55236], [4.60228, -6.90629, -4.45125], [5.90752, -4.93818, -3.71364], [7.73109, -5.21189, -2.07654], [-7.01057, 6.04620, -1.84699], [-6.45525, 7.30730, -2.00843], [-5.07665, 7.45964, -2.04187], [-4.25299, 6.34903, -1.92161], [-4.80858, 5.08495, -1.76693], [-6.18768, 4.93535, -1.72567], [-8.08632, 5.92958, -1.81473], [-7.09730, 8.17273, -2.10372], [-4.64420, 8.44477, -2.15698], [-3.17786, 6.47354, -1.93930], [-4.17948, 4.20660, -1.66260], [-6.62062, 3.95114, -1.59461], [-5.68672, 4.49394, 3.05698], [-6.51571, 4.73644, 4.14350], [-7.79760, 5.22713, 3.94097], [-8.25309, 5.46772, 2.65209], [-7.42593, 5.22201, 1.56495], [-6.14039, 4.73908, 1.76760], [-4.68311, 4.11719, 3.21553], [-6.16214, 4.54548, 5.14843], [-8.44208, 5.42234, 4.78785], [-9.25439, 5.84689, 2.49520], [-7.78009, 5.40710, 0.56243], [-5.49267, 4.55354, 0.92042], [1.76811, -1.64128, 6.61054], [0.80298, -1.22494, 7.51597], [-0.29732, -0.50171, 7.07711], [-0.43681, -0.20025, 5.73024], [0.52664, -0.61924, 4.82336], [1.63080, -1.33625, 5.26408], [2.62690, -2.20228, 6.95425], [0.90874, -1.46386, 8.56555], [-1.04595, -0.17299, 7.78543], [-1.29671, 0.36172, 5.38819], [0.41630, -0.38404, 3.77210], [2.38868, -1.65964, 4.55929]],
  "forces_ev_per_angstrom": [[-0.421, 0.565, -0.382], [0.752, 0.017, 0.574], [-0.257, -0.095, -0.298], [-0.213, -0.475, 0.133], [0.252, 0.266, 0.278], [0.238, -0.322, -0.133], [-0.273, 0.652, -0.389], [-0.075, -0.112, -0.484], [0.361, -0.456, 0.195], [-0.343, 0.922, 0.106], [-0.057, -0.491, 0.412], [-0.432, -0.081, 0.947], [-0.426, -0.014, 0.138], [0.360, 0.363, 0.030], [-0.961, -0.903, 0.280], [0.518, 0.480, -0.213], [0.513, 0.091, 0.132], [-0.237, -0.071, -0.725], [-1.701, -0.260, 3.074], [1.427, 0.359, -2.854], [0.176, -0.081, 0.257], [-0.098, 0.371, -0.281], [0.015, -0.611, -0.200], [-0.342, -0.886, -0.787], [-0.227, 0.346, 0.194], [0.171, 0.433, -0.401], [1.713, 0.614, 1.432], [-1.559, -0.648, -1.162], [-0.079, -0.145, 0.179], [0.240, -0.256, 0.099], [0.024, -0.077, 0.466], [0.259, 0.015, -0.184], [-0.021, -0.142, 0.179], [-0.220, 0.264, 0.107], [0.267, 0.126, -0.295], [0.031, 0.314, -0.249], [-0.132, 0.130, 0.114], [0.324, -0.385, -0.002], [-0.143, -0.399, 0.264], [-0.257, 0.085, -0.207], [-0.115, 0.416, 0.193], [0.279, -0.583, -0.137], [0.363, -0.059, 0.039], [-0.059, 0.338, -0.149], [0.063, 0.153, -0.052], [-0.261, 0.208, -0.424], [0.273, -0.225, -0.007], [0.330, 0.052, 0.039], [-0.045, -0.003, 0.326], [-0.135, -0.280, -0.033], [0.227, 0.287, -0.359], [-0.163, 0.268, 0.228], [-0.045, 0.040, -0.423], [-0.009, 0.161, 0.368], [0.010, -0.363, -0.051], [0.121, 0.241, 0.299], [-0.241, -0.069, 0.049], [0.180, 0.226, -0.215], [0.080, -0.361, -0.090], [-0.098, -0.287, -0.273], [0.168, 0.132, 0.373], [0.036, 0.021, -0.013], [-0.011, -0.017, 0.029], [-0.029, -0.023, -0.001], [-0.029, -0.031, -0.009], [-0.017, -0.013, -0.009], [0.078, 0.035, -0.021], [0.015, 0.006, 0.000], [0.012, 0.008, 0.008], [-0.005, 0.006, 0.003], [0.011, 0.050, -0.013], [0.011, 0.012, -0.011], [0.003, -0.007, -0.008], [-0.023, -0.010, -0.010], [0.004, -0.007, 0.011], [-0.010, -0.007, -0.002], [-0.009, 0.015, 0.004], [-0.034, 0.001, -0.002], [-0.050, -0.037, 0.027], [0.007, -0.001, 0.004], [-0.002, -0.009, 0.004], [0.005, -0.010, -0.011], [-0.001, -0.006, -0.013], [0.020, 0.014, -0.001], [0.014, 0.035, 0.017], [-0.004, -0.021, -0.066], [-0.011, 0.011, 0.017], [0.025, 0.005, 0.004], [-0.028, -0.058, -0.002], [0.012, -0.102, -0.051], [-0.034, 0.042, -0.104], [-0.011, 0.005, -0.026], [-0.005, 0.009, 0.005], [0.001, 0.006, -0.009], [0.038, 0.014, 0.034], [-0.060, 0.227, 0.006], [-0.019, 0.001, 0.000], [-0.028, -0.010, -0.019], [0.026, -0.012, 0.027], [-0.013, -0.002, -0.002], [0.014, -0.012, 0.010], [0.010, -0.040, 0.112], [0.014, -0.062, 0.043], [0.019, 0.054, 0.020], [0.002, 0.011, 0.011], [-0.006, -0.005, 0.007], [-0.007, 0.006, -0.001], [-0.006, 0.029, -0.021], [0.002, 0.042, -0.024], [0.029, -0.022, 0.000], [-0.007, 0.014, 0.000], [-0.017, -0.005, 0.007], [-0.003, -0.012, -0.009], [-0.006, 0.017, -0.002], [-0.033, 0.003, -0.055], [0.005, -0.003, 0.004], [0.005, 0.004, 0.011], [-0.009, -0.006, 0.007], [-0.004, 0.023, 0.013], [-0.002, 0.037, 0.003], [0.023, -0.006, 0.019]]
}

***

(2)
{
  "formula": "C22H23BN8O5Sn",
  "method": "ωB97M-V with the def2-TZVPD basis set",
  "e_tot_ha": -1905.3526,
  "de_lowest_kcal_mol": 51.91,
  "charge": 1,
  "orbital_gap_ev": [8.9, 6.8],
  "mol_weight_da": 609.00,
  "spin_multiplicity": 2,
  "s2": 0.759,
  "species": ["Sn", "C", "C", "C", "C", "C", "C", "H", "H", "H", "H", "H", "H", "O", "C", "O", "C", "O", "C", "C", "O", "O", "H", "H", "H", "H", "H", "C", "C", "N", "N", "C", "B", "N", "C", "C", "C", "N", "N", "C", "C", "C", "N", "N", "C", "C", "C", "N", "H", "H", "H", "H", "H", "H", "H", "H", "H", "H", "H", "H"],
  "xyz": [[-0.64384, 0.03967, 0.42131], [-3.98786, -0.91937, 0.02058], [-3.32335, -1.81687, -0.80752], [-2.74509, -1.36631, -1.98806], [-2.82697, -0.02081, -2.33802], [-3.48315, 0.87662, -1.50446], [-4.05962, 0.42576, -0.32432], [-4.47210, -1.27167, 0.92386], [-3.27308, -2.86623, -0.54367], [-2.25054, -2.06946, -2.64755], [-2.39591, 0.32428, -3.27102], [-3.55468, 1.92165, -1.77789], [-4.58225, 1.11983, 0.32164], [1.16023, 4.69432, -0.40774], [0.76690, 3.47998, -0.77530], [-0.36618, 3.07520, -0.70261], [1.89709, 2.68816, -1.39556], [1.76416, 1.29708, -1.14342], [2.95735, 0.71762, -0.62898], [1.87233, 0.91303, 1.91493], [2.91863, 0.72923, 2.89805], [1.04165, 1.83573, 1.95050], [0.40794, 5.17758, -0.03865], [2.85022, 3.07672, -1.03826], [1.84117, 2.85682, -2.47235], [3.81110, 1.03072, -1.23969], [2.84699, -0.36190, -0.73584], [1.34621, -2.62181, -2.68012], [0.57714, -1.54946, -2.23113], [0.51144, -1.54516, -0.90496], [1.23379, -2.61567, -0.46569], [1.74331, -3.27384, -1.53213], [1.48953, -2.79211, 1.04491], [2.21253, -1.39406, 1.45680], [3.47731, -1.19606, 1.65702], [3.83392, 0.22882, 1.88352], [3.20533, 1.10601, 0.80495], [1.36797, -0.36235, 1.47292], [0.16107, -2.87051, 1.83020], [-0.19515, -3.75792, 2.78748], [-1.44931, -3.42756, 3.24877], [-1.81041, -2.30368, 2.50344], [-0.84578, -1.98444, 1.64874], [2.41435, -3.91247, 1.45218], [2.97551, -4.05816, 2.69262], [3.58531, -5.27726, 2.73567], [3.32581, -5.83986, 1.46546], [2.62245, -5.02647, 0.70528], [1.57680, -2.89328, -3.69633], [0.08062, -0.77521, -2.79669], [2.33432, -4.16012, -1.38837], [4.16202, -2.03282, 1.66801], [4.87440, 0.39449, 2.14128], [3.49314, 2.14315, 0.96097], [0.44664, -4.57548, 3.07194], [-2.02038, -3.93665, 4.00740], [-2.72096, -1.72393, 2.53574], [2.90707, -3.28168, 3.44183], [4.13041, -5.71395, 3.55615], [3.63404, -6.80181, 1.08526]],
  "forces_ev_per_angstrom": [[0.706, -0.877, -0.002], [0.019, 0.051, 0.017], [0.014, -0.004, 0.013], [0.006, 0.020, -0.037], [0.026, -0.018, 0.016], [-0.027, 0.006, -0.011], [-0.102, 0.032, 0.016], [0.012, 0.016, -0.028], [0.007, 0.023, -0.011], [-0.016, 0.019, 0.037], [-0.017, -0.006, 0.034], [0.032, -0.027, 0.016], [0.003, 0.000, -0.018], [0.298, 0.048, 0.039], [-0.560, -0.342, -0.107], [0.224, -0.047, 0.141], [0.089, 0.094, 0.000], [0.042, 0.067, 0.274], [-0.084, -0.162, -0.010], [-0.786, -0.215, 0.624], [-0.038, 0.043, -0.376], [0.552, -0.309, -0.055], [-0.168, 0.019, -0.009], [0.006, 0.010, -0.019], [0.047, 0.055, -0.099], [0.079, -0.051, -0.002], [-0.022, 0.057, -0.060], [0.006, -0.014, -0.025], [0.049, 0.024, 0.009], [-0.216, 0.071, 0.043], [0.079, -0.133, -0.081], [-0.083, 0.145, 0.104], [0.011, -0.048, -0.014], [-0.015, -0.080, 0.121], [-0.138, -0.007, -0.047], [-0.238, 0.017, 0.067], [0.717, 0.285, -0.514], [-0.162, 0.716, 0.132], [0.103, -0.049, 0.018], [-0.030, 0.058, -0.070], [-0.026, -0.020, -0.009], [-0.058, -0.089, -0.008], [-0.098, 0.319, -0.080], [-0.121, 0.198, 0.100], [0.012, 0.149, -0.066], [-0.003, -0.193, -0.023], [0.065, -0.032, 0.031], [-0.043, 0.046, -0.001], [-0.018, 0.013, 0.053], [0.010, -0.046, 0.036], [0.016, -0.033, 0.061], [-0.109, 0.029, -0.062], [0.015, 0.091, 0.034], [-0.114, 0.001, 0.044], [0.049, 0.057, -0.068], [0.033, 0.051, -0.063], [0.072, -0.017, 0.010], [-0.053, -0.093, -0.056], [-0.027, 0.041, -0.047], [-0.029, 0.043, -0.009]]
}

***

(3)
{
  "formula": "C2H6O2",
  "method": "ωB97M-V with the def2-TZVPD basis set",
  "e_tot_ha": -230.2277,
  "de_lowest_kcal_mol": 33.19,
  "orbital_gap_ev": 11.0,
  "mol_weight_da": 62.07,
  "smiles": "C=O.CO",
  "species": ["C", "O", "H", "H", "H", "H", "O", "C", "H", "H"],
  "xyz": [[1.92648, -0.05392, -0.16805], [0.63959, 0.23366, 0.36590], [2.67038, -0.10093, 0.62719], [2.21796, 0.75917, -0.83267], [1.93366, -0.96729, -0.76513], [0.32416, -0.58564, 0.75602], [-1.96366, -0.87662, -0.23345], [-2.42668, 0.20605, 0.00355], [-1.91317, 1.14025, -0.25985], [-3.40872, 0.24525, 0.50649]],
  "forces_ev_per_angstrom": [[0.017, 0.353, -0.072], [0.338, -0.066, -0.095], [0.136, -0.194, 0.024], [-0.149, 0.076, 0.051], [-0.010, -0.109, 0.107], [-0.253, 0.047, -0.037], [0.161, 0.000, -0.086], [-0.285, -0.584, 0.096], [0.064, 0.062, 0.010], [-0.018, 0.415, 0.002]]
}